ORCA calculation (ωB97M-V/def2-TZVPD) on a 2-piece molecular cluster, C3H8O2S overall.

Cartesian coordinates (Å):
C -0.127 -3.035 -0.429
C -1.336 -3.023 -1.349
S -1.310 -1.667 -2.585
H 0.086 -3.990 0.066
H -0.184 -2.293 0.360
H 0.745 -2.950 -1.085
H -1.429 -3.874 -2.029
H -2.242 -3.153 -0.749
H -1.827 -0.693 -1.787
O 0.952 5.853 1.143
C 1.474 4.851 1.524
O 1.973 4.631 2.749
H 1.591 4.006 0.840
H 1.633 5.338 3.331

Calculated values
* maximum force: 0.0272 Eh/bohr
* HOMO energy: -9.2 eV
* structure (SMILES): O=CO.CCS
* relative energy (zero: lowest compared OMol25 entry of this formula, charge and spin): 0.654 eV
* HOMO-LUMO gap: 0.363 Ha
* molecular weight: 108.162 g mol⁻¹